Entry 1:
The following is a quantum chemistry calculation of one molecule with the formula CH4BBr in a non-equilibrium geometry, from OMol25.

Values from the calculation:
Multiplicity ... 3
Energy above the lowest of the compared OMol25 structures with the same formula, charge and spin ... 10.8 kcal/mol
Net charge ... 0
E_tot ... -71815.143 eV
Gap between HOMO and LUMO (alpha / beta) ... 6.5 / 6.2 eV

Geometry (Å):
C (-0.79, 0.23, 0.28)
B (0.71, -0.34, -0.26)
H (-0.94, 1.19, -0.21)
H (-1.51, -0.22, -0.26)
H (0.53, -1.15, -0.97)
Br (2.81, -0.12, 0.15)
H (-0.82, 0.42, 1.27)

---

Entry 2:
The following is a quantum chemistry calculation of C38H32O4P2PdS as an isolated structure in a non-equilibrium geometry, from OMol25.

Values from the calculation:
Multiplicity ... 3
Energy above the lowest of the compared OMol25 structures with the same formula, charge and spin ... 0.0 kcal/mol
Net charge ... 0
E_tot ... -81006.222 eV
Gap between HOMO and LUMO (alpha / beta) ... 8.1 / 7.7 eV

Geometry (Å):
C (-1.43, 4.47, 0.73)
C (1.76, 3.24, -0.67)
H (-2.16, -1.41, 4.74)
Pd (0.71, 0.08, 0.48)
H (-3.34, -4.83, 2.48)
H (-3.81, -2.16, 1.24)
O (2.29, 0.09, -1.16)
C (-2.91, -3.05, 3.60)
C (-0.20, -2.82, -0.93)
H (-4.12, -1.79, -0.52)
H (0.08, 1.68, -5.00)
H (-1.14, -0.98, -1.54)
H (-3.70, 2.55, -3.13)
C (-4.03, -1.34, 0.47)
H (-1.58, 4.75, -0.35)
H (-0.25, -1.05, 3.10)
C (1.96, -3.16, 1.04)
C (-0.53, 1.93, -4.12)
H (1.19, 1.71, -2.92)
H (-0.76, 3.60, 4.50)
H (2.56, 6.29, -1.92)
C (0.13, 2.02, -2.88)
C (-1.95, 2.49, -1.83)
C (1.89, -4.28, 1.84)
C (4.02, 3.27, -1.52)
C (3.92, 4.60, -1.91)
C (-1.64, -3.78, 1.73)
H (4.95, 2.77, -1.70)
C (-1.12, -3.67, -3.50)
H (-1.54, -4.51, 0.90)
H (5.19, -4.81, 2.34)
P (0.46, -2.21, 0.63)
C (-0.50, 2.99, 2.41)
H (3.25, -1.68, 0.18)
H (2.93, -5.82, 2.94)
H (-2.07, 5.61, 3.87)
C (2.96, 2.61, -0.95)
H (0.92, -4.63, 2.12)
H (-5.01, -0.84, 0.64)
C (3.02, -4.96, 2.32)
H (0.54, -4.86, -0.80)
C (-2.88, -0.36, 0.51)
H (-1.86, -1.63, -3.74)
C (-1.33, -2.37, -3.08)
H (-2.60, 2.61, -0.99)
C (0.06, -4.12, -1.39)
H (-2.59, 6.11, 1.54)
H (-2.40, 2.28, -5.12)
C (4.38, -3.28, 1.15)
H (5.34, -2.79, 0.99)
S (3.36, 0.91, -0.52)
C (4.26, -4.39, 1.96)
C (-0.95, -1.88, 2.96)
C (-1.90, 2.21, -4.20)
H (-1.41, -4.05, -4.49)
H (-0.10, -5.48, -3.02)
H (0.14, 2.15, 2.70)
C (-0.61, 2.32, -1.73)
H (0.71, 5.13, -0.90)
C (-0.94, 3.81, 3.44)
H (-3.78, -3.16, 4.20)
C (-0.79, -2.71, 1.82)
C (-0.40, -4.51, -2.64)
C (-2.63, 2.50, -3.06)
C (-0.88, -1.97, -1.83)
O (3.29, 0.91, 0.93)
C (-1.67, 4.92, 3.09)
C (2.73, 5.28, -1.62)
C (-2.66, -3.96, 2.60)
C (1.67, 4.63, -0.97)
P (0.26, 2.26, -0.10)
C (3.22, -2.61, 0.72)
C (-2.00, -2.02, 3.83)
C (-0.62, 3.33, 1.07)
O (4.65, 0.61, -1.12)
C (-1.99, 5.20, 1.77)
O (-2.80, 0.82, 0.66)
H (4.74, 5.15, -2.34)

---

Which of these has the highest energy above the lowest of the compared OMol25 structures with the same formula, charge and spin?
CH4BBr